No. 1
Molecular formula: C5H6O
Method: DFT, ωB97M-V/def2-TZVPD

Summary:
F_max   0.8 eV/Å
HOMO   -0.3452 hartree
Gap between HOMO and LUMO   10.05 eV
Structure (SMILES)   C=C=CC(C)=O
Lowest unoccupied orbital energy   0.653 eV

Each line ends with the Löwdin charge.
Atoms and positions in Å:
C 1.0748 0.9876 0.2718  -0.022
C -0.1011 0.2763 0.9082  -0.482
O -1.0377 0.8408 1.4186  0.076
C -1.1003 -0.5621 -1.3839  0.020
C -0.6032 -1.2945 -0.4109  -0.112
C -0.0510 -1.2692 0.7689  -0.007
H 0.8089 1.9603 -0.1490  0.089
H 1.5723 0.3727 -0.4831  0.082
H 1.7715 1.1447 1.0993  0.089
H -0.4928 -0.2529 -2.2275  0.075
H -2.1119 -0.1744 -1.2927  0.085
H 0.2705 -2.0295 1.4800  0.107

Cartesian forces, eV/Å:
C 0.09 0.11 0.08
C 0.18 0.10 0.73
O 0.57 -0.21 0.09
C -0.07 -0.46 -0.19
C -0.08 0.22 -0.18
C -0.29 0.30 -0.21
H -0.08 -0.14 0.20
H -0.12 0.11 0.19
H 0.15 0.10 -0.09
H -0.12 -0.21 -0.10
H 0.02 -0.26 -0.24
H -0.25 0.32 -0.28

No. 2
Molecular formula: CH2Br2S
Method: DFT, ωB97M-V/def2-TZVPD

Summary:
F_max   3.4 eV/Å
HOMO (alpha / beta)   -0.3061 / -0.3061 hartree
Gap between HOMO and LUMO (alpha / beta)   5.40 / 5.40 eV
Lowest unoccupied orbital energy (alpha / beta)   -2.933 / -2.933 eV

Each line ends with the Löwdin charge.
Atoms and positions in Å:
C -1.2049 0.4497 -0.0792  -0.534
S 1.2180 -1.7947 0.0979  -0.145
Br -0.2078 1.9589 0.0979  0.721
Br 2.4586 -0.0998 0.0837  0.016
H -1.0040 -0.2096 -0.9356  -0.036
H -1.2598 -0.3045 0.7354  -0.021

Cartesian forces, eV/Å:
C 2.22 -2.56 0.35
S -1.40 0.25 -0.07
Br -0.42 -0.75 -0.04
Br 0.63 0.79 0.04
H -0.48 1.00 -0.77
H -0.55 1.26 0.50

No. 3
Molecular formula: C15H50O10
Method: DFT, ωB97M-V/def2-TZVPD

Summary:
F_max   11.2 eV/Å
HOMO   -0.2792 hartree
Gap between HOMO and LUMO   7.76 eV
Lowest unoccupied orbital energy   0.164 eV

Each line ends with the Löwdin charge.
Atoms and positions in Å:
C -0.1291 -0.3996 -0.2952  -0.073
O 0.4686 -0.8746 0.9155  -0.111
H -0.1040 -1.1805 -1.0554  0.060
H -1.1237 0.0125 -0.1250  0.072
H 0.3848 0.4436 -0.7566  0.056
H 0.8060 -0.1458 1.4414  -0.217
C -0.3060 -1.4226 -4.0237  -0.037
C 0.1639 -0.2843 -3.0448  -0.310
O 0.8207 0.6391 -3.9112  -0.082
H 0.3981 -1.5153 -4.8505  0.081
H -1.2779 -1.2703 -4.4932  0.071
H -0.2955 -2.3861 -3.5141  0.042
H 0.8726 -0.5776 -2.2702  0.089
H -0.6477 0.1371 -2.4516  0.034
H 0.1711 0.8136 -4.5962  0.089
C -2.3836 1.3931 -2.2600  -0.069
C -3.2424 0.9485 -1.0714  -0.327
O -4.5967 0.9949 -1.4153  -0.045
H -2.4171 2.4741 -2.3959  0.079
H -2.7113 0.8638 -3.1547  0.093
H -1.3296 1.1580 -2.1122  0.030
H -3.0069 1.4715 -0.1446  0.056
H -2.8483 -0.0410 -0.8398  0.104
H -4.8321 0.3439 -2.0804  0.090
C 3.3906 -0.0662 0.9381  -0.055
C 3.1285 -1.4898 0.5152  -0.316
O 3.0632 -2.3950 1.5996  -0.081
H 2.8198 0.1031 1.8511  0.031
H 3.1504 0.7650 0.2752  0.082
H 4.4682 0.0106 1.0829  0.083
H 3.9160 -1.6768 -0.2148  0.110
H 2.1294 -1.5652 0.0859  0.061
H 2.3145 -2.9888 1.5074  -0.178
C -1.3022 3.9333 -0.4711  -0.065
C 0.1534 3.5204 -0.5779  -0.267
O 0.2047 2.1910 -0.1761  -0.162
H -1.5396 4.7577 -1.1435  0.080
H -1.7009 4.2492 0.4929  0.076
H -1.9773 3.1287 -0.7628  0.026
H 0.7677 3.9967 0.1862  0.127
H 0.5784 3.5839 -1.5796  0.106
H -0.0580 2.2868 0.7423  0.093
C -2.9007 1.2531 2.1951  -0.050
C -1.8163 0.3185 2.6153  -0.210
O -0.9044 0.9088 3.5527  -0.095
H -3.7874 0.7852 1.7674  0.094
H -2.4963 1.8301 1.3635  0.045
H -3.3614 1.9547 2.8905  0.095
H -1.2003 0.0172 1.7681  0.107
H -2.3351 -0.4920 3.1271  0.145
H -1.3380 1.0519 4.3972  0.150
C 0.9983 -3.2573 -1.3806  -0.069
C 0.4560 -4.4881 -0.6849  -0.252
O -0.6417 -3.9017 -0.0030  -0.074
H 1.3471 -2.4959 -0.6830  0.038
H 0.3794 -2.7182 -2.0979  0.033
H 1.8756 -3.4890 -1.9846  0.107
H 1.1344 -4.9790 0.0129  0.131
H 0.0325 -5.2412 -1.3495  0.122
H -1.0673 -4.6738 0.3769  0.108
C 1.5563 0.2663 4.1636  -0.047
C 1.3904 1.2384 3.0598  -0.257
O 0.6067 0.6688 2.0500  -0.025
H 2.0937 -0.6395 3.8830  0.096
H 0.6166 -0.0378 4.6248  0.079
H 2.1678 0.7985 4.8923  0.092
H 2.4188 1.4052 2.7392  0.112
H 0.9891 2.2153 3.3292  0.133
H -0.2530 0.6012 2.4718  -0.042
O 1.5762 2.1585 -2.1770  -0.068
H 2.2639 1.5781 -2.5031  0.063
H 1.0633 1.6121 -1.5814  -0.013
O 1.2307 -2.8808 1.3071  -0.011
H 0.6787 -3.3195 0.6598  -0.004
H 0.8863 -1.9889 1.3513  -0.057

Cartesian forces, eV/Å:
C 0.76 -0.94 0.54
O -4.33 -3.95 -7.36
H -0.83 -0.09 0.96
H -0.19 -0.40 0.04
H 0.28 -0.94 0.91
H 2.03 -0.59 -0.80
C 0.34 -0.23 1.06
C 0.48 -1.15 -2.28
O -0.68 -0.05 -0.10
H 0.24 0.14 0.19
H -0.20 0.24 0.34
H -0.51 0.03 -0.40
H 0.47 -0.36 -1.10
H 0.65 -0.74 -1.02
H 0.16 0.28 -0.31
C -0.08 0.74 0.52
C 1.52 -0.65 -1.24
O -0.83 0.35 0.86
H -0.37 -0.15 -0.45
H -0.04 0.08 -0.11
H -0.91 0.93 0.39
H -0.74 0.46 -0.77
H -0.73 -0.66 0.03
H 0.34 -0.09 0.00
C 0.31 0.09 0.90
C -0.36 -0.54 0.14
O 10.19 4.48 1.25
H 0.89 -0.24 -0.27
H -0.37 -0.33 -0.59
H 0.01 0.24 0.65
H 0.02 -0.84 -0.31
H 1.14 0.67 -0.61
H 0.60 -1.19 -0.21
C -0.95 0.96 -0.64
C -0.75 1.24 0.61
O -0.38 -0.19 1.01
H 0.04 0.18 -0.08
H 0.60 0.03 0.44
H 0.47 0.08 -0.03
H 0.22 1.09 -0.56
H -0.36 0.50 0.51
H 0.17 -1.06 0.28
C -0.59 1.26 -1.47
C -3.16 -0.51 1.68
O -3.51 0.89 2.22
H 0.23 -0.64 -0.05
H -0.10 0.58 0.41
H 0.66 -0.11 0.63
H -1.26 -0.84 0.08
H 0.60 -0.69 -0.30
H -0.16 -0.01 0.05
C 1.88 -0.17 -1.52
C -0.68 0.74 -1.75
O -1.64 -1.33 0.25
H -0.26 -0.80 -0.54
H -0.55 -0.97 0.59
H 0.31 -0.23 0.04
H 0.33 0.15 -0.08
H 0.42 -0.07 -0.38
H -0.65 0.29 0.58
C 0.28 -0.14 1.72
C 1.52 0.74 0.22
O 2.68 9.37 4.42
H 0.08 0.08 -0.35
H 0.40 0.01 0.10
H 0.07 -0.29 0.45
H -0.43 0.45 -0.60
H -0.06 -0.10 0.33
H 2.05 -0.10 -0.53
O 1.49 0.21 -0.16
H 0.04 -0.05 -0.39
H 0.23 0.13 0.10
O -7.51 -6.38 0.46
H -0.49 0.43 1.47
H -0.56 0.67 -0.03